ORCA calculation (the ωB97M-V functional and the def2-TZVPD basis) on a cluster of 7 separate species, C40H42F6N2O23P2S3 in total.

Properties
gap between HOMO and LUMO: 6.25 eV
charge: 0
structure (SMILES): Nc1ccc2c(c1[PH2]=S)C(=O)c1cc(P(O)O)c(CCCSC(=S)N3CCOCC3)cc1C2=O.O=C1OC[C@@H](F)O1.O=C1OC[C@@H](F)O1.O=C1OC[C@@H](F)O1.O=C1OC[C@@H](F)O1.O=C1OC[C@@H](F)O1.O=C1OC[C@@H](F)O1

Each line ends with the Löwdin charge.
Element x y z (Å)
N 1.804 -6.636 1.632  -0.01
C 1.195 -5.441 0.897  -0.15
C 1.809 -5.177 -0.634  0.00
C 1.287 -3.885 -1.553  0.03
C 0.150 -2.923 -0.869  -0.03
C -0.480 -3.204 0.655  -0.02
C 0.017 -4.470 1.576  -0.25
P -0.704 -4.759 3.324  0.32
S -0.612 -6.596 3.957  0.11
C -1.612 -2.073 1.139  -0.20
O -2.748 -2.374 1.775  -0.05
C -1.227 -0.503 0.713  -0.03
C -1.412 0.791 1.702  0.00
C -0.963 2.311 1.172  -0.27
P -1.242 3.742 2.407  0.88
O -2.916 4.202 2.546  -0.38
O -0.185 5.097 2.126  -0.36
C -0.318 2.574 -0.319  -0.11
C 0.193 4.016 -0.906  -0.18
C 1.829 4.044 -0.784  -0.24
C 2.611 4.470 -2.173  -0.46
S 4.469 4.297 -1.785  0.74
C 4.797 2.455 -1.389  -0.89
S 4.596 1.412 -2.761  0.60
N 5.157 1.986 0.000  -0.18
C 5.457 0.506 0.073  -0.19
C 6.929 0.072 -0.535  -0.18
O 7.828 1.204 -0.818  -0.20
C 7.796 2.223 0.242  -0.17
C 6.295 2.762 0.620  -0.17
C -0.121 1.264 -1.341  0.07
C -0.574 -0.214 -0.795  -0.02
C -0.370 -1.587 -1.727  -0.20
O -0.642 -1.596 -3.039  -0.03
H 2.758 -6.792 1.192  0.09
H 2.021 -6.342 2.629  0.07
H 2.650 -5.893 -1.054  0.10
H 1.778 -3.745 -2.605  0.11
H -2.130 -4.416 3.278  -0.01
H -0.120 -3.914 4.356  -0.02
H -1.866 0.681 2.798  0.11
H -3.190 3.888 3.479  0.07
H 0.211 5.359 3.023  0.08
H -0.355 4.955 -0.473  0.11
H -0.052 4.008 -2.074  0.11
H 2.165 2.920 -0.561  0.11
H 2.241 4.677 0.120  0.12
H 2.297 3.834 -3.115  0.10
H 2.448 5.639 -2.348  0.08
H 4.562 -0.167 -0.343  0.13
H 5.506 0.240 1.236  0.13
H 6.700 -0.433 -1.591  0.11
H 7.456 -0.789 0.099  0.14
H 8.344 1.850 1.235  0.14
H 8.408 3.157 -0.168  0.14
H 6.276 3.917 0.433  0.11
H 6.185 2.624 1.801  0.13
H 0.331 1.389 -2.433  0.13
C -5.188 2.644 0.030  -0.07
C -6.374 2.894 0.897  -0.32
O -7.130 3.827 0.159  0.12
C -6.839 3.566 -1.147  -0.49
O -7.496 3.974 -2.090  0.15
O -5.723 2.785 -1.271  0.08
F -6.006 3.471 2.063  0.05
H -4.392 3.382 0.177  0.14
H -4.770 1.644 0.175  0.15
H -6.980 2.004 1.096  0.18
C 7.024 -1.515 -6.475  -0.08
C 6.505 -0.406 -5.626  -0.34
O 6.611 -0.916 -4.316  0.10
C 7.661 -1.783 -4.358  -0.50
O 8.233 -2.212 -3.369  0.14
O 8.001 -2.107 -5.642  0.08
F 5.199 -0.170 -5.887  0.07
H 6.257 -2.257 -6.719  0.15
H 7.470 -1.153 -7.406  0.15
H 7.075 0.526 -5.706  0.18
C 1.050 9.204 -3.134  -0.07
C -0.301 9.124 -3.759  -0.33
O -0.332 7.828 -4.312  0.15
C 0.485 7.083 -3.515  -0.48
O 0.503 5.864 -3.503  0.12
O 1.278 7.870 -2.725  0.07
F -0.420 10.019 -4.766  0.09
H 1.828 9.504 -3.843  0.15
H 1.073 9.885 -2.279  0.15
H -1.130 9.244 -3.054  0.18
C 0.750 -9.539 0.862  -0.10
C -0.601 -9.619 0.236  -0.33
O -0.632 -10.916 -0.316  0.14
C 0.185 -11.660 0.480  -0.50
O 0.203 -12.880 0.493  0.14
O 0.978 -10.873 1.270  0.07
F -0.720 -8.724 -0.770  0.07
H 1.528 -9.239 0.152  0.14
H 0.773 -8.858 1.716  0.11
H -1.430 -9.499 0.942  0.17
C -5.811 -8.783 4.854  -0.08
C -5.165 -7.617 4.187  -0.33
O -3.813 -8.002 4.089  0.10
C -3.836 -9.361 4.003  -0.50
O -2.892 -10.040 3.633  0.14
O -5.049 -9.872 4.373  0.08
F -5.239 -6.514 4.966  0.08
H -5.736 -8.742 5.946  0.15
H -6.864 -8.889 4.579  0.15
H -5.558 -7.396 3.189  0.18
C -7.747 5.902 2.533  -0.08
C -7.441 7.220 1.909  -0.33
O -7.972 8.150 2.826  0.14
C -7.892 7.536 4.040  -0.50
O -7.996 8.115 5.108  0.14
O -7.673 6.191 3.914  0.08
F -8.094 7.362 0.734  0.08
H -8.753 5.542 2.291  0.16
H -7.023 5.132 2.254  0.11
H -6.372 7.412 1.767  0.18

Forces on atoms 1 to 6 (eV/Å):
0.63 3.57 -0.85
0.02 1.53 -1.59
-2.94 3.04 1.19
-1.47 -1.77 4.87
0.98 -1.71 0.81
2.15 -1.25 -1.61

ORCA calculation (the ωB97M-V functional and the def2-TZVPD basis) on a structure of composition C40H42N6SSiTi.

Properties
gap between HOMO and LUMO: 7.04 eV
charge: +2
relative energy (zero: lowest compared OMol25 entry of this formula, charge and spin): 0.0 kJ/mol

Each line ends with the Löwdin charge.
Element x y z (Å)
Ti 0.082 -1.382 -0.403  1.08
C 2.144 2.390 -0.211  -0.04
C 0.923 1.510 0.079  -0.45
N 0.669 0.425 -0.904  -0.12
C 0.961 0.755 -2.299  -0.20
C 1.645 -0.457 -2.890  -0.14
N 0.872 -1.650 -2.481  -0.11
C -0.208 -2.039 -3.415  -0.15
C -1.505 -1.301 -3.118  -0.14
N -1.752 -1.213 -1.651  -0.10
C -2.944 -1.966 -1.169  -0.13
C -2.798 -2.421 0.296  -0.14
N -1.621 -1.789 0.868  -0.01
C -1.331 -1.838 2.119  -0.22
C -2.063 -2.644 3.130  0.03
C -0.230 -0.904 2.476  -0.19
C 0.132 -0.477 3.725  0.04
C 0.947 0.670 3.799  0.02
C 1.278 1.367 2.663  0.03
C 0.889 0.854 1.411  -0.27
N 0.247 -0.300 1.367  0.02
H 2.910 1.849 -0.763  0.07
H 2.603 2.726 0.717  0.08
H 1.895 3.284 -0.783  0.09
H 1.597 1.634 -2.402  0.12
H 0.041 0.990 -2.842  0.10
H 2.647 -0.561 -2.471  0.12
H 1.730 -0.403 -3.978  0.13
H 1.506 -2.440 -2.413  0.13
H -0.348 -3.110 -3.305  0.10
H 0.098 -1.855 -4.448  0.14
H -2.336 -1.810 -3.610  0.14
H -1.487 -0.286 -3.513  0.11
H -1.938 -0.227 -1.470  0.07
H -3.085 -2.830 -1.811  0.11
H -3.826 -1.334 -1.287  0.13
H -2.710 -3.508 0.358  0.12
H -3.672 -2.120 0.879  0.14
H -2.227 -3.653 2.746  0.10
H -3.045 -2.205 3.329  0.12
H -1.522 -2.707 4.070  0.09
H -0.229 -0.960 4.621  0.13
H 1.261 1.037 4.767  0.13
H 1.828 2.294 2.731  0.11
S 2.388 -3.597 2.588  1.19
C 3.340 -2.155 2.378  -0.43
C 4.329 -1.629 3.203  -0.06
C 4.983 -0.490 2.780  -0.05
C 4.681 0.102 1.547  -0.05
C 3.700 -0.423 0.731  -0.02
C 3.007 -1.548 1.165  -0.29
N 2.001 -2.204 0.455  0.03
C 1.631 -3.302 1.077  -0.53
C 0.626 -4.169 0.467  -0.26
C 0.488 -5.495 0.873  -0.03
C -0.375 -6.326 0.181  -0.05
C -1.073 -5.816 -0.904  -0.05
C -0.946 -4.476 -1.263  -0.12
C -0.107 -3.590 -0.584  -0.13
H 4.592 -2.105 4.138  0.12
H 5.762 -0.064 3.397  0.12
H 5.241 0.969 1.224  0.12
H 3.482 -0.002 -0.238  0.09
H 1.078 -5.893 1.690  0.11
H -0.482 -7.363 0.465  0.12
H -1.725 -6.464 -1.475  0.12
H -1.543 -4.145 -2.103  0.08
C -0.628 6.783 2.131  -0.06
C 0.434 5.924 2.370  -0.06
C 0.453 4.667 1.784  -0.10
C -0.582 4.245 0.945  -0.27
C -1.640 5.133 0.713  -0.09
C -1.666 6.386 1.302  -0.06
Si -0.750 2.577 0.150  0.83
C -1.497 2.746 -1.548  -0.30
C -0.985 3.621 -2.512  -0.09
C -1.546 3.698 -3.776  -0.05
C -2.645 2.909 -4.099  -0.06
C -3.193 2.061 -3.147  -0.08
C -2.620 1.985 -1.882  -0.14
H -0.644 7.762 2.590  0.12
H 1.250 6.234 3.008  0.11
H 1.301 4.027 1.985  0.07
H -2.455 4.850 0.057  0.10
H -2.492 7.056 1.109  0.11
H -1.659 1.655 0.887  0.05
H -0.146 4.265 -2.271  0.11
H -1.142 4.384 -4.508  0.12
H -3.088 2.978 -5.083  0.12
H -4.079 1.486 -3.380  0.11
H -3.089 1.359 -1.127  0.09

Forces on atoms 1 to 6 (eV/Å):
0.22 0.09 -0.35
-0.02 0.07 0.02
-0.03 -0.15 -0.10
0.07 0.02 0.11
-0.02 0.06 -0.03
-0.01 -0.02 -0.04

ORCA calculation (the ωB97M-V functional and the def2-TZVPD basis) on a structure of composition C40H43BCl5N10RbS4.

Properties
gap between HOMO and LUMO: 6.50 eV
charge: -2
relative energy (zero: lowest compared OMol25 entry of this formula, charge and spin): 0.0 kJ/mol

Each line ends with the Löwdin charge.
Element x y z (Å)
Rb 1.303 2.773 2.096  0.45
C 0.628 -2.834 -4.465  -0.06
C -0.640 -1.992 -4.606  -0.56
C -0.323 -0.583 -5.111  -0.05
C -1.562 -2.674 -5.615  -0.07
N -1.323 -1.895 -3.297  -0.01
C -2.601 -2.371 -3.016  -0.06
C -2.871 -2.053 -1.740  -0.07
N -1.785 -1.385 -1.214  0.04
B -1.754 -0.707 0.190  -0.64
N -3.214 -0.748 0.749  0.03
C -3.644 -1.526 1.801  -0.07
C -4.921 -1.208 2.066  -0.06
N -5.295 -0.210 1.173  -0.01
C -4.227 0.062 0.353  -0.70
S -4.153 1.135 -0.959  0.63
C -6.623 0.441 1.144  -0.56
C -6.462 1.943 1.378  -0.05
C -7.487 -0.127 2.273  -0.07
C -7.313 0.143 -0.187  -0.06
N -0.856 -1.547 1.135  0.04
C -0.227 -2.722 0.785  -0.06
C 0.511 -3.131 1.830  -0.05
N 0.347 -2.198 2.847  0.01
C -0.489 -1.206 2.396  -0.70
S -1.036 0.165 3.247  0.60
C 0.928 -2.338 4.207  -0.54
C -0.207 -2.549 5.209  -0.05
C 1.852 -3.556 4.235  -0.05
C 1.773 -1.115 4.555  -0.03
C -0.817 -1.301 -2.164  -0.69
S 0.720 -0.655 -1.918  0.68
H 1.127 -2.907 -5.434  0.08
H 0.370 -3.842 -4.131  0.09
H 1.306 -2.386 -3.741  0.02
H 0.177 -0.642 -6.081  0.08
H 0.320 -0.066 -4.399  0.02
H -1.248 -0.014 -5.226  0.09
H -1.041 -2.726 -6.572  0.08
H -2.486 -2.112 -5.764  0.08
H -1.808 -3.693 -5.311  0.08
H -3.215 -2.864 -3.744  0.10
H -3.766 -2.211 -1.167  0.12
H -1.358 0.413 0.117  0.09
H -2.989 -2.217 2.299  0.12
H -5.574 -1.582 2.830  0.10
H -5.981 2.113 2.344  0.09
H -7.444 2.422 1.385  0.08
H -5.847 2.391 0.602  0.03
H -7.047 0.064 3.253  0.09
H -7.655 -1.198 2.156  0.08
H -8.458 0.370 2.241  0.08
H -6.718 0.519 -1.018  0.03
H -8.296 0.618 -0.200  0.08
H -7.444 -0.935 -0.301  0.08
H -0.322 -3.146 -0.197  0.11
H 1.166 -3.976 1.915  0.10
H -0.763 -3.459 4.964  0.08
H -0.885 -1.697 5.193  0.04
H 0.206 -2.655 6.214  0.08
H 1.318 -4.485 4.027  0.08
H 2.275 -3.631 5.237  0.09
H 2.680 -3.443 3.532  0.07
H 1.173 -0.212 4.613  0.04
H 2.535 -0.979 3.791  0.06
H 2.269 -1.279 5.515  0.10
N 3.778 2.233 -2.461  0.12
C 5.017 2.873 -2.555  -0.26
C 5.605 3.185 -3.772  -0.04
C 6.849 3.805 -3.802  -0.11
C 7.480 4.154 -2.619  -0.12
C 6.871 3.875 -1.400  -0.10
C 5.657 3.205 -1.361  -0.45
S 4.900 2.668 0.137  0.99
N 3.262 2.874 -0.260  -0.23
C 2.893 2.606 -1.447  -0.37
C 1.455 2.708 -1.815  -0.25
C 1.049 2.858 -3.136  -0.04
C -0.309 2.896 -3.417  -0.08
C -1.210 2.804 -2.378  -0.05
C -0.706 2.705 -1.084  -0.14
N 0.586 2.648 -0.807  0.08
H 3.350 1.956 -3.328  0.12
H 5.092 2.928 -4.692  0.11
H 7.313 4.026 -4.755  0.09
H 8.442 4.651 -2.639  0.09
H 7.349 4.156 -0.470  0.10
H 1.762 2.967 -3.942  0.10
H -0.650 2.996 -4.441  0.10
H -2.279 2.800 -2.532  0.07
H -1.396 2.651 -0.249  0.10
Cl 3.867 2.485 4.548  0.57
C 4.309 0.974 3.718  -0.73
C 3.852 0.790 2.436  -0.26
C 4.163 -0.434 1.878  -0.74
Cl 3.567 -0.803 0.264  0.61
C 4.872 -1.432 2.546  -0.73
Cl 5.176 -2.985 1.827  0.62
C 5.324 -1.181 3.843  -0.73
Cl 6.202 -2.402 4.710  0.61
C 5.046 0.042 4.446  -0.73
Cl 5.578 0.338 6.072  0.62
N 0.417 6.969 2.330  -0.25
C 0.653 5.827 2.285  -0.54

Forces on atoms 1 to 6 (eV/Å):
0.01 0.01 0.02
0.01 -0.03 -0.01
0.04 0.00 -0.02
-0.01 0.01 0.01
-0.02 -0.01 0.04
-0.02 -0.02 0.01

ORCA calculation (the ωB97M-V functional and the def2-TZVPD basis) on a structure of composition C40H43BrCaCl2N4O2Sb.

Properties
gap between HOMO and LUMO: 6.96 eV
charge: -1
relative energy (zero: lowest compared OMol25 entry of this formula, charge and spin): 161.9 kJ/mol

Each line ends with the Löwdin charge.
Element x y z (Å)
Ca -0.486 -0.658 0.301  1.26
Cl -4.707 0.734 -5.253  0.63
C -4.124 0.387 -3.654  -0.68
C -2.771 0.146 -3.475  -0.04
C -2.258 -0.161 -2.211  -0.19
N -0.919 -0.365 -1.896  -0.02
C 0.050 -0.394 -2.807  -0.50
O 0.001 -0.269 -4.037  0.00
C 1.428 -0.652 -2.203  -0.20
C 2.492 -0.841 -3.086  0.00
C 3.752 -1.097 -2.585  -0.06
C 3.924 -1.168 -1.207  -0.07
C 2.818 -0.972 -0.403  -0.16
N 1.600 -0.711 -0.878  0.01
C -3.182 -0.264 -1.132  -0.20
C -4.528 0.026 -1.319  -0.03
C -5.001 0.356 -2.577  -0.69
Cl -6.686 0.710 -2.784  0.63
N -2.625 -0.663 0.067  -0.03
C -3.092 -0.678 1.242  -0.48
O -4.361 -0.737 1.723  0.06
C -1.318 -0.704 3.249  -0.28
C -1.389 -0.676 4.639  0.01
C -0.312 -0.202 5.363  -0.05
C 0.838 0.176 4.686  -0.07
C 0.844 0.057 3.308  -0.16
N -0.204 -0.355 2.600  -0.02
H -2.101 0.202 -4.316  0.09
H 2.285 -0.776 -4.144  0.11
H 4.593 -1.241 -3.252  0.11
H 4.893 -1.362 -0.769  0.10
H 2.906 -1.021 0.678  0.10
H -5.200 -0.005 -0.473  0.11
H -2.284 -1.019 5.139  0.12
H -0.374 -0.126 6.441  0.11
H 1.701 0.556 5.214  0.10
H 1.724 0.322 2.731  0.06
Br -2.423 1.947 1.879  0.02
C -2.452 -1.301 2.471  -0.25
C -3.876 -1.174 3.041  -0.20
C -4.512 -2.417 3.555  -0.02
C -3.943 -3.608 3.363  -0.02
C -2.701 -3.802 2.620  -0.18
C -2.214 -5.086 2.369  -0.07
C -1.080 -5.249 1.594  -0.12
C -0.457 -4.138 1.026  -0.14
C -0.873 -2.819 1.260  -0.15
C -1.990 -2.716 2.099  -0.16
H -3.987 -0.333 3.729  0.14
H -5.451 -2.308 4.085  0.10
H -4.417 -4.501 3.763  0.11
H -2.742 -5.949 2.761  0.10
H -0.699 -6.248 1.410  0.09
H 0.393 -4.318 0.369  0.07
C 5.051 2.748 -0.876  -0.14
C 4.663 3.052 0.568  -0.71
C 5.176 4.435 0.948  -0.12
C 5.283 1.991 1.476  -0.15
Sb 2.433 2.744 0.780  1.60
C 1.579 3.829 -0.979  -0.71
C 1.831 2.945 -2.196  -0.13
C 0.074 3.906 -0.733  -0.13
C 2.158 5.219 -1.215  -0.11
C 1.971 4.066 2.544  -0.70
C 2.130 5.561 2.302  -0.12
C 0.521 3.773 2.920  -0.17
C 2.878 3.612 3.686  -0.14
H 6.143 2.677 -0.962  0.08
H 4.714 3.534 -1.553  0.06
H 4.627 1.797 -1.212  0.06
H 6.248 4.507 0.725  0.08
H 5.045 4.634 2.011  0.05
H 4.666 5.219 0.386  0.06
H 6.378 2.039 1.425  0.08
H 4.973 0.990 1.166  0.06
H 4.986 2.129 2.518  0.06
H 1.451 1.936 -2.035  0.05
H 2.889 2.876 -2.450  0.06
H 1.305 3.354 -3.066  0.09
H -0.354 2.920 -0.539  0.05
H -0.424 4.313 -1.620  0.09
H -0.172 4.551 0.112  0.06
H 3.238 5.182 -1.377  0.06
H 1.959 5.888 -0.380  0.05
H 1.701 5.658 -2.111  0.09
H 1.398 5.913 1.574  0.06
H 3.130 5.828 1.959  0.05
H 1.943 6.103 3.238  0.08
H -0.181 4.131 2.169  0.03
H 0.275 4.269 3.867  0.09
H 0.330 2.709 3.047  0.02
H 3.916 3.908 3.530  0.05
H 2.842 2.526 3.809  0.05
H 2.542 4.066 4.626  0.08

Forces on atoms 1 to 6 (eV/Å):
2.05 0.62 0.56
0.04 0.04 -0.07
-0.13 0.00 0.21
0.13 0.01 0.06
-0.47 0.08 -0.25
0.02 0.09 -0.72

Values for HOMO, eV, ordered as above
-8.364, -13.497, -2.876, -4.773
Values for LUMO, eV, ordered as above
-2.1, -6.5, 3.6, 2.2